(1)
Below is a structure of composition C26H31IrN5O2 in a non-equilibrium geometry, with properties calculated with ωB97M-V with the def2-TZVPD basis set.

## Properties
E_HOMO (alpha / beta), eV: -11.0 / -14.0
⟨S²⟩: 8.795
Calculated total energy, hartree: -1537.2267
Frontier orbital gap (alpha / beta), eV: 6.069 / 4.817
LUMO level (alpha / beta), eV: -4.98 / -9.19

ORCA input file:
```
! RIJCOSX wB97M-V def2-TZVPD def2/J DEFGRID3
* xyz 2 6
Ir 0.236 0.169 0.057
C 3.111 -1.049 0.342
N 2.351 0.270 0.125
C 2.946 1.153 1.250
C 2.064 1.967 2.223
C 1.140 1.018 2.963
N 0.142 0.306 2.165
C -0.891 -0.170 2.876
C -2.101 -0.585 2.318
C -3.067 -1.197 3.153
C -4.232 -1.753 2.641
C -4.550 -1.661 1.277
C -3.719 -0.879 0.458
C -2.493 -0.381 0.924
O -1.724 0.216 0.049
C 2.944 0.722 -1.203
C 2.743 -0.280 -2.358
C 1.283 -0.664 -2.687
N 0.293 0.136 -1.950
C -0.277 1.120 -2.668
C -0.586 2.430 -2.224
C -0.961 3.482 -3.076
C -1.315 4.765 -2.599
C -1.443 5.016 -1.243
C -1.128 3.986 -0.356
C -0.538 2.801 -0.822
O 0.108 2.116 0.054
H 4.166 -0.832 0.148
H 3.013 -1.334 1.388
H 2.700 -1.797 -0.353
H 3.551 0.479 1.858
H 3.698 1.797 0.783
H 2.742 2.407 2.981
H 1.565 2.823 1.747
H 1.807 0.320 3.524
H 0.619 1.605 3.747
H -0.725 -0.219 3.944
H -2.854 -1.280 4.199
H -4.950 -2.198 3.330
H -5.463 -2.190 0.900
H -4.044 -0.675 -0.581
H 2.529 1.719 -1.434
H 4.041 0.916 -1.013
H 3.178 0.212 -3.245
H 3.317 -1.195 -2.206
H 1.165 -0.404 -3.737
H 1.147 -1.731 -2.590
H -0.501 0.890 -3.705
H -0.972 3.319 -4.168
H -1.578 5.535 -3.339
H -1.855 5.973 -0.913
H -1.304 4.076 0.727
N -1.557 -1.960 -1.901
C -0.712 -2.536 -0.981
C -0.554 -3.961 -1.030
C -0.081 -4.606 0.075
C 0.414 -3.857 1.178
C 0.498 -2.507 1.061
N 0.018 -1.872 -0.041
H -2.135 -2.578 -2.456
H -1.851 -0.980 -1.772
H -0.912 -4.501 -1.926
H -0.128 -5.685 0.162
H 0.733 -4.347 2.108
H 0.937 -1.878 1.843
*
```

(2)
Below is the molecule C26H31N3O2S in a non-equilibrium geometry, with properties calculated with ωB97M-V with the def2-TZVPD basis set.

## Properties
E_HOMO, eV: -8.5
Calculated total energy, hartree: -1722.3200
Relative energy (zero: lowest compared OMol25 entry of this formula, charge and spin), kcal/mol: 3.10
Frontier orbital gap, eV: 9.111
LUMO level, eV: 0.65
SMILES: Cc1csc([C@@H](C)NC(=O)c2ccc(OC3CCN(CCc4ccccc4)CC3)cc2)n1

ORCA input file:
```
! RIJCOSX wB97M-V def2-TZVPD def2/J DEFGRID3
* xyz 0 1
C 7.901 5.563 -4.236
C 6.878 4.753 -3.519
C 5.648 4.409 -3.989
S 4.788 3.462 -2.836
C 6.181 3.601 -1.780
C 6.180 2.946 -0.435
C 6.677 3.917 0.636
N 4.870 2.435 -0.112
C 4.568 1.112 -0.214
O 5.402 0.278 -0.507
C 3.147 0.773 0.060
C 2.603 -0.329 -0.588
C 1.291 -0.708 -0.386
C 0.490 0.010 0.500
O -0.808 -0.247 0.786
C -1.481 -1.345 0.183
C -2.979 -1.088 0.337
C -3.776 -2.283 -0.203
N -3.418 -3.549 0.407
C -3.924 -3.743 1.754
C -5.406 -4.159 1.747
C -6.360 -3.005 1.621
C -7.206 -2.887 0.525
C -8.076 -1.817 0.414
C -8.114 -0.847 1.400
C -7.284 -0.959 2.502
C -6.419 -2.032 2.613
C -1.998 -3.789 0.261
C -1.124 -2.674 0.853
C 1.042 1.107 1.170
C 2.347 1.486 0.951
N 7.147 4.285 -2.270
H 7.538 5.853 -5.217
H 8.137 6.455 -3.658
H 8.817 4.985 -4.345
H 5.200 4.651 -4.931
H 6.840 2.068 -0.478
H 6.000 4.766 0.718
H 6.734 3.414 1.597
H 7.661 4.283 0.359
H 4.129 3.106 0.012
H 3.232 -0.890 -1.263
H 0.908 -1.563 -0.920
H -1.236 -1.390 -0.889
H -3.200 -0.927 1.393
H -3.257 -0.182 -0.202
H -4.841 -2.110 -0.055
H -3.591 -2.378 -1.278
H -3.348 -4.558 2.200
H -3.799 -2.856 2.392
H -5.557 -4.862 0.928
H -5.612 -4.677 2.688
H -7.176 -3.639 -0.251
H -8.726 -1.740 -0.446
H -8.791 -0.010 1.313
H -7.314 -0.210 3.281
H -5.784 -2.119 3.484
H -1.750 -4.745 0.727
H -1.790 -3.873 -0.811
H -1.307 -2.585 1.926
H -0.068 -2.909 0.712
H 0.415 1.644 1.864
H 2.749 2.322 1.505
*
```

(3)
Below is the molecule C26H31N3O7, with properties calculated with ωB97M-V with the def2-TZVPD basis set.

## Properties
E_HOMO, eV: -8.5
Calculated total energy, hartree: -1700.4228
Relative energy (zero: lowest compared OMol25 entry of this formula, charge and spin), kcal/mol: 0.18
Frontier orbital gap, eV: 8.747
LUMO level, eV: 0.29
SMILES: CCOC(=O)c1ccc(NC(=O)c2ccc(CO)c(C(=O)NC3CCN(C(=O)OCC)CC3)c2)cc1

ORCA input file:
```
! RIJCOSX wB97M-V def2-TZVPD def2/J DEFGRID3
* xyz 0 1
C -8.110 1.036 -3.689
C -7.458 -0.334 -3.564
O -6.135 -0.238 -3.042
C -5.161 0.062 -3.919
O -5.359 0.222 -5.100
C -3.834 0.159 -3.276
C -3.655 -0.038 -1.907
C -2.399 0.063 -1.355
C -1.289 0.362 -2.153
N -0.054 0.439 -1.516
C 1.163 0.713 -2.068
O 1.349 0.913 -3.252
C 2.311 0.731 -1.107
C 3.588 0.575 -1.649
C 4.704 0.606 -0.842
C 4.594 0.803 0.534
C 5.864 0.830 1.354
O 5.710 0.726 2.742
C 3.323 0.964 1.078
C 3.061 1.217 2.534
O 3.328 2.261 3.102
N 2.430 0.184 3.127
C 1.829 0.283 4.443
C 0.438 0.939 4.356
C -0.631 -0.092 3.951
N -0.015 -1.255 3.349
C 0.053 -1.359 2.008
O -0.489 -0.587 1.241
O 0.794 -2.416 1.607
C 0.878 -2.663 0.202
C -0.416 -3.217 -0.375
C 0.805 -2.025 4.262
C 1.720 -1.097 5.089
C 2.195 0.932 0.261
C -1.467 0.563 -3.522
C -2.729 0.461 -4.070
H -8.107 1.543 -2.727
H -9.135 0.922 -4.030
H -7.564 1.640 -4.409
H -7.999 -0.965 -2.855
H -7.419 -0.823 -4.543
H -4.507 -0.268 -1.288
H -2.256 -0.084 -0.294
H -0.106 0.228 -0.524
H 3.677 0.433 -2.715
H 5.685 0.480 -1.275
H 6.484 -0.025 1.063
H 6.418 1.745 1.089
H 5.291 1.531 3.075
H 2.286 -0.658 2.595
H 2.486 0.932 5.033
H 0.183 1.376 5.321
H 0.490 1.750 3.629
H -1.334 0.331 3.233
H -1.186 -0.435 4.828
H 1.688 -3.389 0.111
H 1.164 -1.739 -0.312
H -1.219 -2.492 -0.275
H -0.697 -4.132 0.142
H -0.273 -3.433 -1.429
H 1.389 -2.739 3.683
H 0.143 -2.591 4.928
H 1.315 -0.964 6.092
H 2.711 -1.540 5.182
H 1.231 1.103 0.719
H -0.619 0.798 -4.142
H -2.881 0.614 -5.127
*
```

(4)
Below is a structure of composition C26H31N4O2PdSb, with properties calculated with ωB97M-V with the def2-TZVPD basis set.

## Properties
E_HOMO, eV: -19.4
Calculated total energy, hartree: -1745.3929
Relative energy (zero: lowest compared OMol25 entry of this formula, charge and spin), kcal/mol: 0.00
Frontier orbital gap, eV: 6.077
LUMO level, eV: -13.28

ORCA input file:
```
! RIJCOSX wB97M-V def2-TZVPD def2/J DEFGRID3
* xyz 4 1
Pd 0.258 2.054 -2.721
C -3.235 0.090 -5.943
O -2.439 -0.089 -4.717
C -1.687 0.831 -4.255
O -1.007 0.595 -3.212
N -1.602 2.043 -4.843
N -0.762 3.005 -4.230
H -3.718 -0.867 -6.096
H -2.567 0.308 -6.775
H -3.981 0.866 -5.776
H -2.128 2.318 -5.663
H -1.326 3.786 -3.885
H -0.102 3.371 -4.920
C -1.105 1.629 3.477
C -1.457 0.338 4.154
C -1.990 0.364 5.434
C -2.392 -0.802 6.081
C -2.281 -2.049 5.465
C -1.761 -2.126 4.195
C -1.331 -0.936 3.554
Sb -0.323 -1.266 1.823
C -0.834 -2.994 0.867
C -2.199 -3.339 0.988
C -2.631 -4.546 0.489
C -1.706 -5.405 -0.105
C -0.365 -5.055 -0.217
C 0.116 -3.840 0.251
C 1.575 -3.514 0.108
C 1.403 -0.176 1.479
C 2.061 -0.094 2.719
C 3.424 0.164 2.781
C 4.125 0.330 1.604
C 3.459 0.291 0.379
C 2.093 0.062 0.270
C 1.531 0.120 -1.133
H -0.387 2.197 4.071
H -1.998 2.247 3.377
H -0.684 1.492 2.478
H -2.111 1.316 5.934
H -2.808 -0.735 7.078
H -2.594 -2.947 5.981
H -1.654 -3.092 3.717
H -2.906 -2.671 1.466
H -3.671 -4.831 0.573
H -2.033 -6.367 -0.477
H 0.331 -5.755 -0.664
H 2.166 -4.428 0.102
H 1.963 -2.894 0.918
H 1.769 -3.009 -0.842
H 1.525 -0.260 3.647
H 3.923 0.209 3.740
H 5.193 0.504 1.624
H 4.037 0.466 -0.521
H 2.329 -0.194 -1.808
H 1.455 1.217 -1.472
H 0.662 -0.497 -1.359
N 2.666 3.822 -2.839
C 3.158 5.003 -2.440
C 2.212 5.600 -1.628
C 1.154 4.703 -1.580
N 1.436 3.613 -2.311
H 3.119 3.138 -3.426
H 4.134 5.336 -2.758
H 2.284 6.558 -1.144
H 0.213 4.789 -1.061
*
```

> Which value of calculated total energy does entry 2 give?

-1722.3200 hartree